Entry 1:
78
Properties=species:S:1:pos:R:3:lowdin_charge:R:1 method="wB97M-V/def2-TZVPD" smiles="NC(N)=O.NC(N)=O.NC(N)=O.CC(C)O.CC(C)O.CC(C)O.CC(C)O.CO" total_energy_ha=-1568.6962 homo_lumo_gap_ev=8.4 e_lumo_ha=0.0025 e_homo_ha=-0.307
N 1.48 4.50 0.71 0.1963
C 1.48 4.49 -0.61 -0.5288
N 2.63 4.67 -1.22 0.1787
O 0.33 4.20 -1.38 -0.1455
H 0.66 4.23 1.23 0.0657
H 2.32 4.79 1.22 0.1346
H 2.76 4.64 -2.24 0.1339
H 3.43 4.73 -0.63 0.1062
N -0.57 -0.09 4.12 0.1655
C -0.20 -1.32 4.18 -0.6618
N 0.78 -1.75 3.40 0.1659
O -0.81 -2.19 5.03 -0.1449
H -1.40 0.22 4.62 0.1295
H 0.04 0.56 3.52 0.0439
H 0.95 -2.77 3.36 0.1368
H 1.13 -1.19 2.65 0.0312
N 0.72 1.51 2.48 0.1320
C 0.85 2.54 3.22 -0.6232
N 1.74 2.37 4.16 0.1794
O 0.12 3.71 3.07 -0.1087
H 0.05 1.65 1.70 0.1110
H 1.55 0.85 2.28 0.1299
H 1.79 3.01 4.90 0.0998
H 2.25 1.45 4.39 0.1794
C -1.35 0.54 -1.45 -0.0282
C -1.72 1.44 -0.27 -0.6175
C -2.16 0.56 0.95 -0.0117
O -0.86 2.24 0.05 0.0176
H -1.05 1.06 -2.35 0.0789
H -2.19 -0.14 -1.71 0.0917
H -0.51 -0.05 -1.17 0.0316
H -2.63 2.03 -0.52 0.1571
H -3.01 -0.03 0.63 0.0827
H -2.34 1.19 1.74 0.0567
H -1.45 -0.16 1.29 0.0367
H -0.83 2.90 -0.61 0.0665
C -2.90 -2.80 1.89 -0.0049
C -1.81 -3.50 1.05 -0.6180
C -0.79 -2.59 0.37 -0.0206
O -1.17 -4.27 1.77 0.0255
H -3.42 -3.57 2.50 0.0949
H -3.66 -2.34 1.23 0.0808
H -2.59 -2.03 2.50 0.0343
H -2.27 -4.13 0.37 0.1102
H -1.27 -1.85 -0.22 0.0478
H -0.11 -3.11 -0.22 0.0558
H -0.28 -1.98 1.10 0.0554
H -1.76 -5.03 1.90 0.1384
C 3.01 0.97 0.34 -0.0305
C 2.02 -0.10 0.30 -0.6689
C 2.06 -0.79 -1.06 -0.0138
O 2.17 -0.86 1.28 -0.0006
H 4.00 0.56 0.09 0.1059
H 3.12 1.43 1.29 0.0610
H 2.75 1.67 -0.46 0.0969
H 1.00 0.26 0.31 0.1213
H 1.67 -0.23 -1.92 0.0771
H 1.37 -1.60 -0.98 0.0351
H 2.97 -1.24 -1.41 0.0924
H 2.92 -1.39 1.05 0.1396
C -0.22 -2.45 -3.02 -0.0260
C -1.57 -3.15 -3.12 -0.6514
C -2.48 -2.41 -4.03 -0.0422
O -1.46 -4.30 -3.60 0.0389
H 0.30 -2.92 -2.22 0.0440
H -0.36 -1.36 -2.83 0.0689
H 0.26 -2.54 -3.98 0.0898
H -2.08 -3.30 -2.15 0.1423
H -2.13 -2.35 -5.04 0.0776
H -2.65 -1.37 -3.71 0.0735
H -3.45 -2.94 -4.08 0.0943
H -1.16 -4.86 -2.92 0.0976
C 0.97 2.69 -4.20 -0.1552
O 1.42 2.12 -2.98 -0.1401
H 0.92 3.81 -4.11 0.0899
H 0.01 2.38 -4.49 0.0535
H 1.64 2.45 -5.01 0.0701
H 1.02 2.67 -2.32 -0.0099

=====

Entry 2:
16
Properties=species:S:1:pos:R:3:nbo_charge:R:1 method="wB97M-V/def2-TZVPD" smiles="COC=C(C)C" total_energy_ha=-271.7101 homo_lumo_gap_ev=10.0 e_lumo_ha=0.0375 e_homo_ha=-0.329
C 0.80 -1.48 1.71 -0.2442
O -0.36 -0.66 1.63 -0.5424
C -0.13 0.49 0.91 0.1023
C -0.35 0.57 -0.40 -0.0359
C -0.88 -0.60 -1.19 -0.6499
C -0.06 1.84 -1.15 -0.6276
H 0.53 -2.36 2.29 0.1919
H 1.13 -1.78 0.71 0.1696
H 1.63 -0.96 2.21 0.1692
H 0.24 1.33 1.49 0.1686
H -1.76 -0.30 -1.79 0.2153
H -0.13 -0.97 -1.90 0.2137
H -1.18 -1.41 -0.53 0.2300
H -0.94 2.18 -1.71 0.2116
H 0.74 1.66 -1.89 0.2124
H 0.27 2.64 -0.49 0.2155

=====

One value per record, in order, for energy relative to the best compared isomer or geometry (same formula, charge and spin): 653.4; 111.6 kJ/mol.